Entry from OMol25: 2 unconnected molecules or ions with the total composition C8H11NO (ωB97M-V/def2-TZVPD).

Each atom is followed by the atoms it is bonded to, with distances in Å.
CARTESIAN COORDINATES (ANGSTROEM)
1 C -2.410 -1.428 0.422  C2 1.419, C6 1.415, H9 1.118
2 C -3.464 -0.678 -0.159  C1 1.419, C3 1.343, H10 1.077
3 C -3.188 0.559 -0.605  C2 1.343, C4 1.367, H11 1.134
4 C -2.004 1.226 -0.457  C3 1.367, C5 1.423, H12 1.138
5 C -0.926 0.600 0.229  C4 1.423, C6 1.436, H13 1.089
6 C -1.189 -0.749 0.646  C1 1.415, C5 1.436, H14 1.179
7 C 3.431 -0.177 -0.225  C8 1.550, N20 1.304, O21 1.241
8 C 2.950 1.068 0.563  C7 1.550, H17 1.171, H18 1.152, H19 1.122
9 H -2.652 -2.489 0.679  C1 1.118
10 H -4.343 -1.267 -0.358  C2 1.077
11 H -4.078 1.171 -0.949  C3 1.134
12 H -1.932 2.282 -0.875  C4 1.138
13 H 0.065 1.001 0.433  C5 1.089
14 H -0.196 -1.188 1.107  C6 1.179
15 H 2.724 -1.976 -1.219  N20 1.132
16 H 1.511 -1.057 -0.471  N20 1.226
17 H 3.372 1.087 1.655  C8 1.171
18 H 1.855 1.427 0.602  C8 1.152
19 H 3.250 2.036 0.080  C8 1.122
20 N 2.618 -0.878 -0.965  C7 1.304, H15 1.132, H16 1.226
21 O 4.605 -0.570 -0.134  C7 1.241

Total charge: 0
Kohn-Sham gap, eV: 10.20
Highest occupied orbital energy, eV: -9.665

Atomic partial charges in e from the Löwdin method, atoms 1 to 6: -0.08, -0.11, -0.16, -0.10, -0.08, -0.11

Entry from OMol25: 2 unconnected molecules or ions with the total composition C8H11NO2 (ωB97M-V/def2-TZVPD).

Each atom is followed by the atoms it is bonded to, with distances in Å.
CARTESIAN COORDINATES (ANGSTROEM)
1 O 1.616 -2.129 -1.272  C2 1.223
2 C 0.647 -2.391 -1.971  O1 1.223, N3 1.367, C4 1.513
3 N -0.632 -2.309 -1.496  C2 1.367, H5 1.023, H6 1.023
4 C 0.759 -2.827 -3.415  C2 1.513, H7 1.103, H8 1.103, H9 1.103
5 H -1.440 -2.529 -2.084  N3 1.023
6 H -0.769 -2.019 -0.525  N3 1.023
7 H 1.824 -2.862 -3.702  C4 1.103
8 H 0.239 -2.119 -4.082  C4 1.103
9 H 0.323 -3.830 -3.559  C4 1.103
10 O 0.149 -0.699 1.929  C16 1.372, H17 0.988
11 C -0.518 3.403 1.662  C12 1.396, C13 1.394, H18 1.098
12 C -1.147 2.628 2.638  C11 1.396, C14 1.393, H19 1.098
13 C 0.350 2.793 0.758  C11 1.394, C15 1.395, H20 1.098
14 C -0.914 1.258 2.715  C12 1.393, C16 1.395, H21 1.098
15 C 0.590 1.421 0.828  C13 1.395, C16 1.396, H22 1.098
16 C -0.043 0.654 1.807  O10 1.372, C14 1.395, C15 1.396
17 H 0.782 -0.989 1.229  O10 0.988
18 H -0.706 4.483 1.606  C11 1.098
19 H -1.833 3.098 3.356  C12 1.098
20 H 0.852 3.389 -0.015  C13 1.098
21 H -1.401 0.636 3.477  C14 1.098
22 H 1.274 0.942 0.115  C15 1.098

Total charge: 0
Kohn-Sham gap, eV: 9.28
Highest occupied orbital energy, eV: -8.553

Atomic partial charges in e from the Löwdin method, atoms 1 to 6: 0.02, -0.60, 0.14, -0.02, 0.11, 0.11

Entry from OMol25: a single C8H11NO2 molecule (ωB97M-V/def2-TZVPD).

Each atom is followed by the atoms it is bonded to, with distances in Å.
CARTESIAN COORDINATES (ANGSTROEM)
1 C -5.303 0.757 0.228  C2 1.197, H12 1.046
2 C -4.178 0.442 -0.033  C1 1.197, C4 1.389
3 C -0.562 -0.775 -0.261  C5 1.425, N9 1.528, O10 1.194
4 C -2.790 0.453 -0.081  C2 1.389, N9 1.312, H13 1.027
5 C 0.260 0.381 -0.135  C3 1.425, C8 1.513, H14 1.126
6 C 2.458 -0.476 -1.209  C8 1.541, H15 1.054, H16 1.183, H17 1.067
7 C 2.141 -0.394 1.250  C8 1.597, H18 1.041, H19 1.112, H20 1.173
8 C 1.773 0.358 -0.109  C5 1.513, C6 1.541, C7 1.597, O11 1.436
9 N -2.068 -0.642 -0.035  C3 1.528, C4 1.312, H21 1.091
10 O -0.310 -1.942 -0.304  C3 1.194
11 O 2.241 1.715 -0.099  C8 1.436, H22 0.967
12 H -6.339 0.849 0.125  C1 1.046
13 H -2.387 1.391 -0.198  C4 1.027
14 H -0.259 1.272 0.318  C5 1.126
15 H 3.493 -0.401 -1.022  C6 1.054
16 H 2.267 -0.016 -2.282  C6 1.183
17 H 2.102 -1.472 -1.068  C6 1.067
18 H 2.188 0.281 2.041  C7 1.041
19 H 1.460 -1.204 1.592  C7 1.112
20 H 3.225 -0.757 0.989  C7 1.173
21 H -2.596 -1.570 0.188  N9 1.091
22 H 3.185 1.748 0.105  O11 0.967

Total charge: 0
Kohn-Sham gap (spin up / spin down), eV: 5.00 / 6.91
Highest occupied orbital energy (spin up / spin down), eV: -6.631 / -7.761

Atomic partial charges in e from the Löwdin method, atoms 1 to 6: 0.15, -0.11, -0.49, -0.12, 0.03, -0.04

Entry from OMol25: a single C8H11NS2 molecule (ωB97M-V/def2-TZVPD).

Each atom is followed by the atoms it is bonded to, with distances in Å.
CARTESIAN COORDINATES (ANGSTROEM)
1 C 2.796 -1.337 -0.595  C5 1.565, N9 1.281, H12 1.118
2 C -0.079 0.185 -0.140  C6 1.530, S10 1.652
3 C 0.563 -2.075 -0.420  N9 1.203, S11 1.623
4 C -1.942 -1.330 -0.962  C6 1.535, S11 1.918, H13 1.164, H14 1.119
5 C 2.659 0.129 -0.066  C1 1.565, C7 1.547, S10 1.895, H15 1.116
6 C -1.493 0.118 -0.722  C2 1.530, C4 1.535, C8 1.519, H16 1.066
7 C 2.507 0.481 1.432  C5 1.547, H17 1.164, H18 1.111, H19 1.136
8 C -2.355 0.824 0.311  C6 1.519, H20 1.083, H21 1.131, H22 1.088
9 N 1.743 -2.062 -0.655  C1 1.281, C3 1.203
10 S 1.170 0.834 -1.003  C2 1.652, C5 1.895
11 S -0.904 -2.566 0.073  C3 1.623, C4 1.918
12 H 3.592 -1.819 -1.215  C1 1.118
13 H -3.002 -1.564 -0.540  C4 1.164
14 H -1.970 -1.668 -2.029  C4 1.119
15 H 3.378 0.877 -0.478  C5 1.116
16 H -1.598 0.621 -1.656  C6 1.066
17 H 3.434 0.184 2.070  C7 1.164
18 H 1.592 0.014 1.854  C7 1.111
19 H 2.568 1.615 1.437  C7 1.136
20 H -3.371 0.862 -0.063  C8 1.083
21 H -1.760 1.783 0.387  C8 1.131
22 H -2.579 0.443 1.304  C8 1.088

Total charge: 0
Kohn-Sham gap (spin up / spin down), eV: 6.95 / 6.95
Highest occupied orbital energy (spin up / spin down), eV: -6.887 / -6.887

Atomic partial charges in e from the Löwdin method, atoms 1 to 6: -0.17, -0.44, -0.55, -0.36, -0.54, -0.54

Q: Which max |F| values were calculated for the entries above? A: 10.52, 1.20, 3.54, 2.59, in eV Å⁻¹.